DFT (ωB97M-V/def2-TZVPD) results for a cluster of 2 separate species, C4H12N2O2S in total.

XYZ file:
```
21
C4H12N2O2S | the Open Molecules 2025 dataset | ωB97M-V/def2-TZVPD
S 0.189 1.540 0.803
O -0.026 1.735 -0.670
O 1.443 2.096 1.259
N -0.153 0.073 1.135
N 0.312 -1.238 -1.195
C -0.941 -1.853 -0.797
C -1.017 2.491 1.712
C 1.513 -1.790 -0.613
C 0.325 -0.070 -1.759
H -0.851 -2.926 -0.923
H -0.624 0.304 -2.147
H -0.815 3.541 1.430
H 2.378 -1.424 -1.162
H 1.314 0.366 -1.948
H -1.118 -1.567 0.240
H -0.210 -0.044 2.143
H 1.565 -1.447 0.418
H -2.006 2.171 1.370
H -1.728 -1.444 -1.426
H 1.425 -2.866 -0.684
H -0.977 2.352 2.813
```

Calculated values
**Maximum force**: 0.025 Eh/bohr
**HOMO energy**: -8.416 eV
**ΔE to the lowest compared entry with this formula, charge and spin**: 3.163 eV
**Frontier orbital gap**: 8.86 eV
**LUMO**: 0.01623 Eh

Per-atom natural (NBO) charges, elementary charge units: 2.30, -0.98, -0.99, -1.32, -0.29, -0.43, -0.89, -0.42, 0.14, 0.20, 0.23, 0.24, 0.21, 0.23, 0.28, 0.37, 0.26, 0.22, 0.21, 0.21, 0.24


DFT (ωB97M-V/def2-TZVPD) results for a structure of composition C4H12N2O4PS2Tl.

XYZ file:
```
26
C4H12N2O4PS2Tl | the Open Molecules 2025 dataset | ωB97M-V/def2-TZVPD
Tl 2.464 -3.167 -0.052
S 1.873 2.082 -1.307
S -0.781 1.883 -0.736
P -0.193 -0.158 -0.298
O 2.075 0.655 -1.752
O -1.106 2.658 0.499
O -2.039 1.731 -1.532
O 2.907 2.897 -1.978
N 0.343 2.625 -1.736
N 2.180 2.228 0.375
C 0.055 -0.467 1.522
C 1.121 -1.668 1.660
C -2.842 -1.288 -0.382
C -1.400 -1.347 -1.062
H 2.066 3.230 0.580
H 0.610 -2.657 1.738
H -0.877 -0.843 1.999
H 1.804 -1.667 0.741
H 1.767 -1.543 2.554
H -3.597 -1.039 -1.148
H -2.854 -0.546 0.437
H 0.491 0.389 2.072
H 1.460 1.725 0.895
H -0.957 -2.363 -0.960
H -1.500 -1.049 -2.130
H -3.069 -2.303 0.001
```

Calculated values
**Maximum force**: 0.168 Eh/bohr
**HOMO energy**: -17.034 eV
**Frontier orbital gap**: 4.66 eV
**LUMO**: -0.45469 Eh
**Charge**: +2

Per-atom Mulliken charges, elementary charge units: 0.85, 0.95, 1.00, 0.05, -0.43, -0.45, -0.53, -0.47, -0.29, -0.31, -0.35, -1.12, -0.98, -0.32, 0.37, 0.45, 0.47, 0.28, 0.44, 0.31, 0.36, 0.48, 0.04, 0.42, 0.42, 0.35


DFT (ωB97M-V/def2-TZVPD) results for the molecule C4H12N2O4S.

XYZ file:
```
23
C4H12N2O4S | the Open Molecules 2025 dataset | ωB97M-V/def2-TZVPD
S 1.711 -0.662 -0.070
O 1.881 -2.107 -0.229
O 0.120 -0.377 0.282
O -2.805 -0.285 0.446
O 2.037 0.156 -1.190
N -3.938 -1.124 0.238
N 0.504 2.504 0.140
C 2.424 0.026 1.400
C -2.004 -0.185 -0.732
C -0.677 0.541 -0.562
C -0.806 1.925 0.111
H -1.274 1.857 1.065
H 1.925 -0.504 2.251
H -1.830 -1.217 -1.102
H 3.515 0.004 1.368
H 1.026 2.221 -0.813
H -0.182 0.514 -1.531
H -3.778 -1.971 0.806
H -4.642 -0.662 0.914
H 2.138 1.130 1.501
H -1.489 2.584 -0.490
H 0.363 3.599 0.132
H -2.601 0.439 -1.413
```

Calculated values
**Maximum force**: 0.077 Eh/bohr
**HOMO energy**: -9.703 eV
**ΔE to the lowest compared entry with this formula, charge and spin**: 1.229 eV
**Frontier orbital gap**: 10.45 eV
**Structure (SMILES)**: CS(=O)(=O)O[C@H](CN)CON
**LUMO**: 0.02752 Eh

Per-atom natural (NBO) charges, elementary charge units: 2.36, -0.90, -0.74, -0.44, -0.96, -0.51, -0.86, -0.91, -0.08, 0.07, -0.24, 0.21, 0.26, 0.20, 0.26, 0.38, 0.22, 0.33, 0.34, 0.29, 0.18, 0.37, 0.18


DFT (ωB97M-V/def2-TZVPD) results for the molecule C4H12N2OS.

XYZ file:
```
20
C4H12N2OS | the Open Molecules 2025 dataset | ωB97M-V/def2-TZVPD
S 0.499 -1.659 -1.255
O 0.410 -0.963 -2.480
N 2.027 -2.315 -1.314
N 1.039 -0.022 -0.091
C -1.347 2.558 1.365
C -0.797 -2.720 -1.058
C -0.185 0.478 0.499
C -0.014 1.893 0.967
H 2.659 -1.630 -0.838
H -1.685 -2.237 -1.178
H -0.973 0.596 -0.255
H 1.330 0.616 -0.820
H -2.271 1.867 1.295
H 2.269 -3.170 -0.921
H -1.607 3.252 0.519
H -0.748 -3.335 -0.104
H 0.699 2.332 0.343
H -1.378 3.109 2.213
H -0.448 -0.380 1.298
H 0.524 1.730 1.816
```

Calculated values
**Maximum force**: 0.109 Eh/bohr
**HOMO energy**: -8.673 eV
**ΔE to the lowest compared entry with this formula, charge and spin**: 5.813 eV
**Frontier orbital gap**: 9.02 eV
**Structure (SMILES)**: C=[S@@](N)(=O)NCCC
**LUMO**: 0.01275 Eh

Per-atom natural (NBO) charges, elementary charge units: 1.92, -0.95, -1.02, -0.79, -0.60, -0.92, -0.22, -0.43, 0.41, 0.23, 0.16, 0.35, 0.21, 0.40, 0.21, 0.22, 0.21, 0.21, 0.19, 0.20


DFT (ωB97M-V/def2-TZVPD) results for the molecule C4H12N2S.

XYZ file:
```
19
C4H12N2S | the Open Molecules 2025 dataset | ωB97M-V/def2-TZVPD
S 3.374 1.005 -1.058
N -1.478 -0.768 -1.236
N -1.759 0.857 1.565
C 0.839 -0.320 -0.866
C 1.905 0.530 -0.115
C -0.590 -0.044 -0.289
C -0.824 -0.333 1.223
H 0.958 -1.402 -0.523
H 0.861 -0.173 -1.853
H -1.738 0.838 2.643
H -0.838 1.091 -0.527
H -1.343 -1.317 1.264
H 2.193 0.126 0.903
H -2.770 0.755 1.228
H 3.673 -0.215 -1.596
H -1.923 -1.620 -0.885
H 1.407 1.402 0.141
H 0.134 -0.212 1.772
H -2.080 -0.200 -1.790
```

Calculated values
**Maximum force**: 0.136 Eh/bohr
**HOMO energy**: -8.664 eV
**ΔE to the lowest compared entry with this formula, charge and spin**: 1.553 eV
**Frontier orbital gap**: 9.66 eV
**Structure (SMILES)**: NC[C@H](N)CCS
**LUMO**: 0.03649 Eh

Per-atom natural (NBO) charges, elementary charge units: -0.04, -0.88, -0.86, -0.39, -0.53, -0.04, -0.25, 0.19, 0.21, 0.36, 0.19, 0.19, 0.20, 0.37, 0.12, 0.36, 0.21, 0.21, 0.37


DFT (ωB97M-V/def2-TZVPD) results for the molecule C4H12N2S.

XYZ file:
```
19
C4H12N2S | the Open Molecules 2025 dataset | ωB97M-V/def2-TZVPD
S -2.296 -0.517 0.100
N 0.335 -0.959 2.048
N 1.164 1.366 -0.772
C 1.138 -0.467 0.928
C -0.738 -0.177 -0.774
C 2.066 0.641 -1.667
C 0.339 0.529 0.083
H -0.364 -1.137 -1.141
H -0.040 -0.256 2.672
H 1.378 -1.367 0.362
H 2.061 0.010 1.260
H -0.994 0.424 -1.646
H -3.001 0.522 -0.363
H 2.715 -0.078 -1.173
H 0.850 -1.596 2.641
H 1.710 2.027 -0.237
H 2.634 1.383 -2.218
H 1.483 0.107 -2.405
H -0.241 1.159 0.763
```

Calculated values
**Maximum force**: 0.017 Eh/bohr
**HOMO energy**: -8.507 eV
**ΔE to the lowest compared entry with this formula, charge and spin**: 0.493 eV
**Frontier orbital gap**: 9.51 eV
**Structure (SMILES)**: CN[C@H](CN)CS
**LUMO**: 0.03696 Eh

Per-atom natural (NBO) charges, elementary charge units: -0.03, -0.84, -0.62, -0.23, -0.53, -0.42, -0.08, 0.21, 0.36, 0.19, 0.16, 0.24, 0.11, 0.17, 0.36, 0.36, 0.21, 0.19, 0.20


DFT (ωB97M-V/def2-TZVPD) results for the molecule C4H12N2S.

XYZ file:
```
19
C4H12N2S | the Open Molecules 2025 dataset | ωB97M-V/def2-TZVPD
S 1.887 1.094 0.918
N -1.158 0.754 1.730
N -0.675 -1.585 -1.308
C -1.210 -0.743 -2.350
C 0.924 -0.072 -0.305
C -0.315 -0.858 -0.057
C -1.297 0.261 0.350
H -0.172 -1.656 0.764
H 1.739 -0.798 -0.549
H -1.246 1.142 -0.310
H 0.920 0.768 -1.074
H -2.340 -0.191 0.268
H -2.011 0.654 2.266
H -0.512 0.207 2.252
H -0.519 0.188 -2.412
H -2.120 -0.254 -2.270
H -1.020 -1.276 -3.287
H 2.557 0.354 1.918
H -1.239 -2.365 -1.039
```

Calculated values
**Maximum force**: 0.093 Eh/bohr
**HOMO energy**: -8.636 eV
**ΔE to the lowest compared entry with this formula, charge and spin**: 1.976 eV
**Frontier orbital gap**: 9.55 eV
**Structure (SMILES)**: CN[C@H](CN)CS
**LUMO**: 0.03344 Eh

Per-atom natural (NBO) charges, elementary charge units: -0.11, -0.83, -0.62, -0.42, -0.47, -0.11, -0.24, 0.21, 0.23, 0.19, 0.23, 0.17, 0.35, 0.35, 0.19, 0.18, 0.21, 0.13, 0.37


DFT (ωB97M-V/def2-TZVPD) results for a cluster of 2 separate species, C4H12N2S in total.

XYZ file:
```
19
C4H12N2S | the Open Molecules 2025 dataset | ωB97M-V/def2-TZVPD
S 0.096 1.439 2.015
N -1.115 -0.479 -1.852
N 2.620 -0.134 0.592
C -2.168 -1.369 -1.384
C -2.028 -2.682 -1.416
C 1.802 0.852 -0.121
C 0.347 0.876 0.301
H 1.904 0.663 -1.205
H 2.130 -1.024 0.608
H -1.162 -3.123 -1.895
H -0.404 -0.392 -1.073
H -2.793 -3.298 -0.979
H -1.409 0.481 -2.028
H -0.238 1.468 -0.431
H 2.585 0.148 1.573
H -0.042 -0.173 0.285
H -0.616 -0.814 -2.676
H 2.270 1.820 0.060
H -2.999 -0.888 -0.893
```

Calculated values
**Maximum force**: 0.018 Eh/bohr
**HOMO energy**: -5.934 eV
**ΔE to the lowest compared entry with this formula, charge and spin**: 3.758 eV
**Frontier orbital gap**: 5.32 eV
**LUMO**: -0.02263 Eh

Per-atom natural (NBO) charges, elementary charge units: -0.60, -0.73, -0.83, -0.06, -0.35, -0.24, -0.55, 0.14, 0.33, 0.21, 0.47, 0.24, 0.45, 0.14, 0.38, 0.12, 0.43, 0.22, 0.24


DFT (ωB97M-V/def2-TZVPD) results for the molecule C4H12N2S.

XYZ file:
```
19
C4H12N2S | the Open Molecules 2025 dataset | ωB97M-V/def2-TZVPD
S -1.279 -1.540 2.978
N 0.169 0.075 -1.788
N -0.996 1.264 0.862
C 0.683 0.970 -2.756
C -0.474 -0.093 0.710
C 0.215 -0.809 2.048
C 0.659 -0.237 -0.428
H -0.514 -0.557 -2.308
H -0.106 1.403 -3.428
H -1.271 1.598 -0.029
H 0.705 -1.757 1.876
H 0.812 -0.059 2.654
H 1.395 0.462 -0.088
H -1.336 -0.760 0.499
H 1.339 0.429 -3.520
H -1.779 1.312 1.510
H 1.211 1.887 -2.284
H 0.914 -1.439 -0.427
H -0.347 -2.149 3.918
```

Calculated values
**Maximum force**: 0.079 Eh/bohr
**HOMO energy**: -8.189 eV
**ΔE to the lowest compared entry with this formula, charge and spin**: 2.177 eV
**Frontier orbital gap**: 9.09 eV
**Structure (SMILES)**: CNC[C@H](N)CS
**LUMO**: 0.03316 Eh

Per-atom natural (NBO) charges, elementary charge units: -0.11, -0.69, -0.86, -0.40, -0.04, -0.49, -0.20, 0.38, 0.19, 0.37, 0.22, 0.22, 0.21, 0.16, 0.16, 0.37, 0.20, 0.18, 0.14


DFT (ωB97M-V/def2-TZVPD) results for a cluster of 2 separate species, C4H12N2Si in total.

XYZ file:
```
19
C4H12N2Si | the Open Molecules 2025 dataset | ωB97M-V/def2-TZVPD
Si 1.143 0.912 -0.665
N 2.739 0.868 -0.514
N -1.541 -0.608 1.676
C -2.899 -0.424 1.291
C 4.002 0.503 -0.152
C -1.350 -0.245 -1.540
C 0.009 -0.353 -1.422
H 4.594 0.264 -1.007
H -3.209 0.311 2.127
H -2.958 -0.143 0.219
H -1.112 -1.287 1.107
H 0.370 2.095 -0.160
H -1.074 0.305 1.705
H -3.600 -1.303 1.337
H 4.378 1.365 0.412
H -1.975 -1.143 -1.949
H 0.435 -1.350 -1.850
H 4.004 -0.305 0.629
H -1.956 0.536 -1.246
```

Calculated values
**Maximum force**: 0.112 Eh/bohr
**HOMO energy**: -8.235 eV
**ΔE to the lowest compared entry with this formula, charge and spin**: 4.198 eV
**Frontier orbital gap**: 8.06 eV
**Structure (SMILES)**: C=C/[SiH]=N\C.CN
**LUMO**: -0.00655 Eh

Per-atom natural (NBO) charges, elementary charge units: 1.55, -1.08, -0.84, -0.41, -0.40, -0.31, -0.74, 0.19, 0.20, 0.16, 0.36, -0.20, 0.36, 0.19, 0.17, 0.20, 0.25, 0.19, 0.19


Copy entry 5 word for word.
DFT (ωB97M-V/def2-TZVPD) results for the molecule C4H12N2S.

XYZ file:
```
19
C4H12N2S | the Open Molecules 2025 dataset | ωB97M-V/def2-TZVPD
S 3.374 1.005 -1.058
N -1.478 -0.768 -1.236
N -1.759 0.857 1.565
C 0.839 -0.320 -0.866
C 1.905 0.530 -0.115
C -0.590 -0.044 -0.289
C -0.824 -0.333 1.223
H 0.958 -1.402 -0.523
H 0.861 -0.173 -1.853
H -1.738 0.838 2.643
H -0.838 1.091 -0.527
H -1.343 -1.317 1.264
H 2.193 0.126 0.903
H -2.770 0.755 1.228
H 3.673 -0.215 -1.596
H -1.923 -1.620 -0.885
H 1.407 1.402 0.141
H 0.134 -0.212 1.772
H -2.080 -0.200 -1.790
```

Calculated values
**Maximum force**: 0.136 Eh/bohr
**HOMO energy**: -8.664 eV
**ΔE to the lowest compared entry with this formula, charge and spin**: 1.553 eV
**Frontier orbital gap**: 9.66 eV
**Structure (SMILES)**: NC[C@H](N)CCS
**LUMO**: 0.03649 Eh

Per-atom natural (NBO) charges, elementary charge units: -0.04, -0.88, -0.86, -0.39, -0.53, -0.04, -0.25, 0.19, 0.21, 0.36, 0.19, 0.19, 0.20, 0.37, 0.12, 0.36, 0.21, 0.21, 0.37


> The lowest HOMO energy belongs to which entry?

C4H12N2O4PS2Tl